No. 1
A molecular structure, C35H36AsIrN3O9P2 in a non-equilibrium geometry. Source: the Open Molecules 2025 dataset; level of theory: ωB97M-V with the def2-TZVPD basis set.

XYZ file:
```
87
Properties=species:S:1:pos:R:3:forces:R:3
H 6.557391 2.460702 -1.745916 -0.01 -0.01 -0.01
O -0.324101 -1.698548 -3.020971 0.30 0.25 0.19
H 3.190918 3.647927 1.596948 0.05 0.03 0.01
H -1.397648 -7.096006 1.518474 -0.01 0.00 -0.01
C 2.818107 1.542777 1.830576 0.01 -0.40 0.07
C -2.591094 0.382315 -2.848086 0.04 -0.10 -0.02
C -1.360055 -6.973925 0.436222 0.06 0.05 -0.06
N -2.602883 -0.406189 0.757842 0.14 0.01 -0.02
N -0.193146 -3.004351 -0.652908 0.55 -0.19 0.27
C 3.743825 2.943823 3.546913 0.01 -0.01 0.02
H -2.058870 1.036466 -3.526734 0.00 -0.02 0.00
C -2.031846 3.520750 0.891251 0.03 0.00 0.00
O 2.056776 -0.358380 -0.103351 -0.74 -0.53 -0.27
H 3.427252 -0.248095 4.639344 0.01 0.01 -0.02
C -1.443143 3.648752 -0.360483 0.03 0.06 0.04
C -4.281358 -1.275286 -2.426216 -0.06 0.02 -0.02
C 0.376137 2.247025 0.357697 -0.16 -0.04 -0.36
H -1.527466 1.087677 -1.119389 0.04 -0.24 -0.07
H 5.914842 4.667722 -2.653299 -0.01 -0.01 0.01
H 1.941069 4.142718 -1.189682 -0.04 0.00 -0.08
C 3.813198 1.847049 4.398846 -0.02 0.03 -0.03
C -4.868820 0.319472 1.493829 0.10 0.17 0.08
H -4.450038 -1.953537 -0.391563 0.00 0.02 0.01
C -3.940235 -1.292460 -1.082580 0.10 -0.17 0.00
C 0.458471 -3.662945 0.319781 -0.07 -0.04 0.02
H 2.532822 -0.517664 2.331822 0.02 -0.02 0.00
H 4.087296 3.913720 3.882922 -0.02 -0.01 -0.01
C 3.374938 0.602337 3.971022 0.01 0.00 0.02
H -4.873231 1.339738 1.879458 0.05 0.01 -0.01
H -1.867714 2.664011 2.856200 0.00 -0.02 -0.02
H -1.923218 4.237854 -1.131433 0.01 0.00 0.01
C 2.935782 3.753663 -1.335343 0.08 -0.07 -0.09
O 0.885472 -2.718620 -5.125541 -0.31 0.00 -0.08
C -0.213581 2.118682 1.610966 0.04 0.07 -0.08
C -3.772333 -0.365949 4.195973 -0.03 0.07 -0.09
H -3.182099 -0.728743 5.032553 0.00 0.00 0.01
P 0.882496 -1.820364 -3.984525 -0.16 -0.54 0.01
H 3.240631 -0.708283 -2.615033 -0.02 -0.01 0.05
C -2.991990 -0.485361 2.933807 -0.05 -0.07 0.02
H 1.273200 -3.134839 0.796160 -0.01 0.05 -0.05
C -2.241347 0.371204 -1.504714 -0.39 0.54 0.08
H 4.871329 1.058084 -0.607546 0.04 -0.04 -0.04
C 5.179834 4.060938 -2.139981 0.01 0.01 -0.03
O 0.897994 0.684195 -2.073981 0.44 -0.08 -0.51
C -1.625674 -4.872222 -0.933547 0.03 -0.05 0.09
H 0.189091 3.066429 -1.623931 -0.02 0.01 -0.02
C -0.240503 3.012214 -0.632290 -0.01 -0.11 0.01
C 2.877033 0.446370 2.683238 -0.01 0.06 0.01
C 3.289940 2.487831 -0.888441 0.00 -0.17 -0.18
H -2.967195 4.025461 1.100002 0.02 0.00 0.01
H 0.258364 1.510441 2.370698 0.03 0.07 0.07
C -2.929225 -0.452020 -0.631411 -0.07 0.01 -0.07
O 1.950370 2.101914 -3.932496 -0.08 0.13 0.03
H 4.212509 1.965701 5.397749 -0.01 0.00 -0.01
H -2.461870 -5.316895 -1.456415 0.01 0.02 -0.02
H 0.664656 -5.435526 1.475225 0.01 0.02 0.00
C 3.245710 2.794746 2.262149 0.00 -0.08 -0.01
C -1.417954 2.754888 1.874343 -0.05 0.03 -0.01
C -1.408222 -0.672982 1.359724 -0.62 0.05 -0.18
H -0.917275 -0.949631 3.499706 -0.05 0.03 -0.01
H 2.605710 -2.951913 -3.261053 -0.02 -0.04 0.08
Ir 0.433086 -1.133043 -1.165183 0.30 0.92 0.56
H -5.652031 -0.250988 1.986881 0.01 -0.06 -0.02
H -5.070148 0.350433 0.429779 0.01 -0.04 -0.03
C -1.218963 -3.598857 -1.276830 0.01 -0.08 0.11
P 1.866945 0.785261 -3.326563 -0.58 0.23 0.38
H -3.881447 -0.424963 -4.357646 -0.01 0.01 0.04
C -1.658385 -0.733654 2.748462 0.28 -0.07 0.08
C -0.961337 -5.576254 0.064227 -0.06 -0.07 -0.01
C 3.888457 4.534615 -1.977690 0.01 -0.01 0.11
O 1.299992 -0.333180 -4.350326 0.15 0.09 -0.05
N -3.579511 -0.318285 1.733390 -0.16 -0.08 -0.10
O -0.285521 -0.832092 0.789406 0.60 0.10 -0.77
C 0.106724 -4.937658 0.693288 -0.06 -0.07 0.02
H -2.327920 -7.234516 0.013114 0.00 -0.01 0.03
C 5.541067 2.815535 -1.639400 0.02 0.02 0.07
O 2.032945 -2.265140 -2.890193 0.17 0.09 -0.24
As 2.064612 1.362229 0.062683 0.01 0.35 1.09
H -0.622387 -7.681687 0.051693 -0.02 0.00 0.02
O 3.284114 0.214933 -2.904561 0.03 -0.01 -0.05
H -1.692227 -3.043506 -2.071594 -0.03 0.01 0.04
C -3.612222 -0.435032 -3.309324 0.10 -0.03 0.01
C 4.599950 2.029351 -1.000892 -0.10 0.02 -0.10
H -4.699562 -0.936744 4.141852 0.03 -0.03 0.02
H -4.037903 0.676531 4.386160 0.01 -0.01 0.01
H 3.615362 5.512235 -2.351388 0.00 -0.01 0.01
H -5.082721 -1.910384 -2.781931 0.04 -0.01 0.00
```
Positions in Å, forces in eV/Å.

## Properties
E_HOMO (spin up / spin down), hartree: -0.420 / -0.420
Total energy, eV: -142032.6145
Total charge: +1
M, g/mol: 971.77
ΔE to the lowest compared entry with this formula, charge and spin, kcal/mol: 22.5

---

No. 2
A molecular structure, C35H36BCl3FGeN4O5SeW in a non-equilibrium geometry. Source: the Open Molecules 2025 dataset; level of theory: ωB97M-V with the def2-TZVPD basis set.

XYZ file:
```
88
Properties=species:S:1:pos:R:3:forces:R:3
C 3.908364 -2.577952 0.001967 0.28 -0.48 -0.04
C -3.792965 4.269063 0.827705 0.04 -0.05 -0.12
C 1.670793 -0.405111 -4.260727 -0.07 0.05 -0.27
H 2.408077 4.482315 2.817936 -0.04 0.09 -0.03
H -3.863268 -2.297578 -1.575997 0.04 0.00 0.12
H -2.033134 -0.083018 -3.154545 0.01 0.03 0.10
C -3.321389 3.623801 -0.319342 -0.26 0.04 -0.30
C -0.671447 -0.072303 -4.797546 0.14 -0.03 -0.07
Cl 2.928604 2.146173 -1.707289 0.26 -0.30 -0.13
H -1.429473 0.094415 -5.546035 -0.07 -0.01 -0.11
H 1.356554 -3.509432 -0.853652 0.00 0.00 -0.13
C -2.034059 2.919370 -0.307129 0.84 -0.11 0.69
H 0.296151 -1.056724 -0.453455 0.02 0.22 -0.06
H 2.015765 -3.774751 2.734163 -0.09 -0.08 0.03
C 0.000390 -0.364516 -2.482331 0.29 -0.65 -0.30
H 5.391144 -3.876988 0.915872 0.06 -0.15 0.04
O 1.935783 -1.782493 1.061810 -0.31 0.19 0.28
C -5.728858 5.033674 -0.353502 0.08 -0.06 -0.04
C 0.658502 -0.203974 -5.181111 0.13 -0.06 0.23
C 2.951752 -3.607430 2.207834 -0.16 0.27 -0.33
C -4.075939 3.713336 -1.506013 0.08 0.22 0.44
H 2.690102 -0.520412 -4.598494 0.05 0.04 -0.05
Se -3.980067 0.343546 -0.983345 -0.54 0.14 -0.52
B 2.637145 -0.745991 0.528882 -0.07 -0.53 0.03
C 4.996068 2.555063 1.824471 -0.28 -0.02 0.05
H -3.308031 -4.635391 1.661335 0.02 -0.08 -0.05
C -3.456924 -1.343415 2.569878 0.07 -0.74 0.26
H 2.126766 -0.705975 -2.185973 -0.11 0.15 -0.11
H -3.060546 -4.822142 4.122583 0.04 -0.07 0.03
C -3.733828 -0.711494 0.446899 -0.12 0.31 -0.36
N -3.610730 -2.062617 0.454742 0.03 0.40 0.29
C 2.942640 3.665848 2.352853 -0.31 -0.25 -0.31
H 4.127736 -4.264343 -1.329346 -0.01 -0.17 -0.03
H 0.346441 3.611504 2.208432 -0.09 -0.14 -0.06
H -3.350318 -0.572671 4.575831 0.04 0.11 0.08
H -5.830666 4.471544 -2.423085 -0.10 0.01 -0.12
H -3.191396 4.216229 1.721540 0.06 -0.01 0.09
O 3.762110 -1.155499 -0.126947 0.16 0.56 -0.28
H 6.072960 2.517839 1.855595 0.13 -0.03 0.00
C -4.982378 4.965377 0.816932 -0.05 0.04 0.20
C -0.310747 -0.371632 -1.047616 0.20 0.15 0.16
H -5.336248 5.465550 1.707460 0.04 -0.02 0.07
C -3.641017 -2.909277 -0.701665 -0.02 -0.27 -0.37
H -1.369667 -0.543936 -0.854053 0.10 0.36 0.06
C 1.671307 -3.941373 0.091807 0.16 0.35 0.18
O -1.594572 2.353162 -1.396007 0.64 -0.11 -0.33
C 4.288977 1.533724 1.212563 0.05 -0.12 0.02
C -3.323481 -1.444542 3.942422 -0.01 0.00 -0.18
H 3.106823 -2.977988 -1.990800 -0.13 -0.01 -0.06
H 4.802927 0.695253 0.770072 0.09 -0.04 -0.03
H 3.476934 -4.551487 2.105390 0.08 -0.13 0.06
Cl 0.500412 2.871543 -3.586967 -0.22 -0.05 -0.16
C 2.198091 2.694362 1.651050 1.09 -0.59 -0.11
H 4.860117 4.381497 2.940665 0.03 0.06 0.04
H -2.673719 -3.396412 -0.837383 -0.01 -0.01 -0.01
N -3.637180 -0.274162 1.726909 0.02 -0.18 -0.08
C -3.167176 -2.716767 4.470848 0.03 0.00 0.09
C 0.799633 2.910394 1.512088 -1.00 -0.17 -0.24
C 5.243078 -2.822483 0.710007 -0.32 0.22 -0.16
C 1.349689 -0.468652 -2.911378 -0.58 -0.13 0.06
H -3.043085 -2.829947 5.535962 -0.03 -0.01 0.13
C 3.990542 -3.190037 -1.398285 -0.06 0.34 0.29
H 3.542117 -2.918000 2.803872 0.12 0.01 0.05
C -3.440894 -2.489049 1.752510 0.06 -0.01 0.78
O 2.152596 0.533133 0.642199 0.56 0.52 0.44
N -1.290871 2.944471 0.763808 -1.11 0.47 0.27
H -6.665087 5.570259 -0.369479 -0.09 0.08 0.00
H 2.126320 -4.911128 -0.079998 0.03 -0.16 -0.08
C 2.632680 -3.011322 0.834436 -0.04 -0.47 0.06
H -4.416971 -3.667774 -0.592825 0.01 -0.01 0.03
H 4.848274 -2.766822 -1.914206 0.10 0.04 -0.04
Cl 3.064895 5.031614 -3.532580 0.40 0.22 -0.37
C -0.997523 -0.160417 -3.462160 0.22 0.10 0.00
C -5.276083 4.423412 -1.500011 0.05 -0.11 -0.12
C 2.907363 1.579694 1.143439 -0.46 0.19 0.43
H -3.676202 0.700950 1.976199 0.01 -0.02 -0.15
Ge 1.749198 4.140954 -2.058725 -0.05 0.90 0.39
H 0.782307 -4.069003 0.704420 -0.06 -0.07 0.09
C 4.313744 3.606975 2.423817 0.24 0.05 0.06
C -3.162114 -3.849800 3.665191 0.02 -0.06 0.04
H 6.041518 -2.477069 0.057247 0.09 0.01 -0.01
H -2.839019 2.702733 -2.506312 -0.12 0.11 -0.09
O -3.691817 3.162275 -2.664938 0.11 -0.23 -0.21
N -0.013214 2.458063 0.565415 0.92 0.60 0.39
H 5.296314 -2.259689 1.637115 0.03 -0.01 0.13
C -3.298345 -3.757581 2.289070 -0.04 0.17 -0.15
F 0.965718 -0.161956 -6.492434 -0.05 0.05 0.21
W 0.385026 1.701407 -1.299554 -1.32 -0.85 -0.72
```
Positions in Å, forces in eV/Å.

## Properties
E_HOMO (spin up / spin down), hartree: -0.243 / -0.275
Total energy, eV: -217732.7610
<S²>: 3.828
Multiplicity: 4
Total charge: 0
M, g/mol: 1064.28
ΔE to the lowest compared entry with this formula, charge and spin, kcal/mol: 42.9

---

No. 3
A molecular structure, C35H36Cl2INO2PSiYb in a non-equilibrium geometry. Source: the Open Molecules 2025 dataset; level of theory: ωB97M-V with the def2-TZVPD basis set.

XYZ file:
```
80
Properties=species:S:1:pos:R:3:forces:R:3
C -1.427605 -4.643168 -1.295487 -0.04 -0.02 0.00
I -1.568394 0.260356 2.593355 -0.30 -0.45 0.50
H 1.660321 -2.128543 -4.950352 0.01 0.01 0.01
O 0.080876 -0.762361 -1.746807 -0.10 -0.02 0.29
H -0.842759 -0.663287 5.305654 -0.02 -0.01 0.00
H 0.803881 2.788544 0.872268 -0.01 -0.06 -0.01
C -5.094787 -0.801527 -2.418738 0.00 -0.03 0.04
H -2.407809 2.370884 -1.066363 0.01 -0.04 0.06
H -2.039827 -2.242170 -2.711881 -0.04 -0.02 0.00
H -1.383925 1.200572 -1.948330 -0.02 -0.06 0.06
C -0.721522 -5.667389 -1.906902 -0.03 -0.02 -0.02
H 1.215628 -6.474116 -2.356296 0.00 0.01 0.00
H -4.124260 -0.990204 0.814422 -0.01 -0.03 0.03
H 1.194319 -2.769672 -0.260268 0.09 -0.24 0.05
H -0.682787 1.095774 -4.328221 -0.01 0.00 0.01
H -2.418028 -4.575076 5.933122 -0.01 -0.02 -0.03
H 2.740132 0.540678 -2.168882 0.01 -0.01 0.00
H -4.454542 -5.769916 1.877146 0.03 -0.01 -0.03
C -2.970792 -1.708797 -0.855684 0.01 0.11 0.08
O -0.678103 1.747909 -0.099132 0.09 -0.14 0.06
P -1.565448 -2.186431 0.206072 -0.82 -1.07 -0.07
C 5.072508 -2.744035 1.832490 -0.02 -0.04 0.04
H -3.633907 -5.668433 4.203154 0.00 0.01 0.01
H 0.326321 2.878086 -2.323047 -0.01 0.02 -0.04
C 0.665617 -5.670587 -1.883826 0.00 0.02 0.01
C -1.380542 2.082179 -1.312529 -0.07 0.10 -0.23
C -5.135469 -0.654157 -1.038684 -0.04 0.04 -0.02
H -3.599147 -4.166509 0.222579 0.01 0.00 0.02
C -1.494050 -2.668092 5.752633 -0.05 -0.20 0.08
C -2.920188 -1.821596 -2.242033 0.09 0.01 0.03
H -1.050968 4.769479 -0.378244 0.00 0.02 0.00
H 0.647230 -3.062685 -3.843742 -0.02 0.01 0.00
C -3.786423 -4.978933 2.191379 -0.07 -0.14 0.21
H -3.941173 -1.476017 -4.092845 0.02 -0.02 0.01
H -1.258843 -6.463636 -2.406457 0.00 0.00 0.01
C 0.635511 -3.599232 -0.676599 -0.17 0.01 -0.06
C 3.173273 -0.677395 1.084395 0.51 0.06 0.42
H -0.856502 3.229577 1.348671 0.00 -0.06 -0.01
C 2.857042 -1.865420 1.830731 0.57 0.17 -0.24
Yb 0.432654 -0.316998 0.258488 -0.58 1.58 -0.48
C -1.274703 -1.571101 4.907397 0.01 0.14 -0.23
C -0.206156 2.976390 0.507252 0.18 0.19 0.05
C 1.399233 -2.270229 -3.898331 -0.15 0.12 0.21
Cl 5.132067 0.740828 -0.137708 0.06 0.06 -0.05
C -4.080509 -1.103663 -0.261500 0.03 -0.04 -0.06
C 3.741972 -2.852243 2.204854 -0.14 -0.14 0.08
Si 0.769263 -0.629750 -3.194803 0.62 0.25 -1.09
H 2.426261 -4.606062 -1.276484 -0.01 0.04 0.02
C -2.465325 -3.018871 1.603679 -0.09 0.00 -0.14
H 2.292128 -2.627562 -3.380477 -0.01 0.02 0.03
C -2.553371 -3.831035 3.917053 0.06 0.20 -0.17
C -0.448617 0.040198 -4.492723 0.02 -0.12 0.29
C 4.578628 -0.640075 0.759753 -0.18 -0.12 0.02
H 6.507087 -1.523382 0.793736 -0.01 0.04 0.00
H -5.929872 -0.475864 -3.025366 0.02 0.04 0.00
C 5.473501 -1.624800 1.099979 0.03 -0.04 0.01
H 2.964544 0.353969 -3.912360 -0.02 -0.01 -0.01
H -1.182375 -2.611038 6.786665 -0.02 -0.03 0.00
C -2.161582 -3.756177 5.272500 0.09 0.13 0.16
C -0.760145 -3.603310 -0.652177 0.03 0.13 0.01
C -0.588674 3.252231 -1.863226 0.04 -0.04 0.17
H -1.145721 3.832650 -2.595875 -0.01 -0.01 -0.02
H 5.781890 -3.510596 2.110202 0.01 0.02 -0.01
N 2.290041 0.245028 0.782199 0.15 -0.10 -0.22
C 2.229136 0.579106 -3.135872 -0.21 -0.20 0.01
H -5.991895 -0.190236 -0.565588 0.00 -0.02 0.00
H 3.391141 -3.695951 2.787140 0.01 -0.02 -0.04
C -3.309842 -4.050175 1.257188 0.15 0.24 0.03
H -2.507721 -4.658172 -1.344580 0.02 0.02 -0.04
H 0.680789 4.584645 -0.670523 -0.01 0.02 0.01
C -0.261942 4.048543 -0.590898 -0.02 -0.10 -0.06
C -3.982955 -1.377229 -3.015160 -0.01 0.01 -0.09
C 1.343994 -4.627584 -1.273954 0.10 -0.09 0.00
Cl 1.150253 -1.992343 2.268694 0.21 -0.40 0.51
C -2.191683 -2.796792 2.992014 -0.05 -0.25 0.13
H -0.010393 -0.047536 -5.489703 0.02 0.02 0.00
H -1.392368 -0.513097 -4.494580 0.03 0.01 -0.02
C -3.350768 -4.911647 3.481863 -0.06 -0.08 -0.14
C -1.631240 -1.635824 3.589072 0.05 0.62 -0.13
H 1.898314 1.609093 -3.295560 0.01 0.00 0.02
```
Positions in Å, forces in eV/Å.

## Properties
E_HOMO (spin up / spin down), hartree: -0.219 / -0.219
Total energy, eV: -124308.8723
<S²>: 0.751
Multiplicity: 2
Total charge: 0
M, g/mol: 932.59
ΔE to the lowest compared entry with this formula, charge and spin, kcal/mol: 16.0